# 1
Molecular formula: C58H149N11O18
Method: DFT, ωB97M-V/def2-TZVPD

The geometry in XYZ format:
```
236
Properties=species:S:1:pos:R:3:lowdin_charge:R:1
C 19.2331 11.4514 21.3395 -0.0717
O 17.8754 11.6211 21.7151 -0.2005
C 17.3327 10.7548 22.6762 -0.1968
C 15.8904 11.1555 22.9860 -0.4039
C 15.7124 12.6744 23.1198 -0.0544
N 15.3615 10.5871 24.1949 0.0810
H 19.5151 12.2572 20.6618 0.0802
H 19.2674 10.4686 20.8693 0.0742
H 19.8470 11.4514 22.2403 0.0793
H 17.2453 9.7297 22.3162 0.1203
H 17.9232 10.8344 23.5889 0.0924
H 15.3824 10.7267 22.1222 0.1195
H 14.6614 12.9071 23.2906 0.0723
H 15.8652 13.2122 22.1841 0.0605
H 16.3048 13.2142 23.8586 0.0559
H 15.2161 9.5892 24.1381 0.0354
H 15.9936 10.7088 24.9733 0.0297
C 13.3474 17.3913 24.5768 -0.0932
O 14.7062 17.2067 24.2955 -0.2115
C 15.3101 16.0278 24.6969 -0.1924
C 15.7115 15.9545 26.2079 -0.4363
C 16.2927 17.2287 26.8098 -0.0531
N 16.5365 14.8298 26.6112 0.0640
H 12.7605 16.7238 23.9458 0.0863
H 13.0032 18.4097 24.3966 0.0939
H 13.2097 17.0470 25.6018 0.0827
H 14.9895 15.0789 24.2670 0.1141
H 16.2688 16.3627 24.3009 0.1267
H 14.7384 15.7598 26.6588 0.1186
H 16.2088 17.2514 27.8964 0.0783
H 15.7018 18.0598 26.4248 0.0747
H 17.3594 17.4175 26.6887 0.0805
H 17.1551 14.9578 25.8232 0.0395
H 17.0833 15.1543 27.3959 0.0738
C 11.1813 10.0707 27.4184 -0.1084
O 9.8447 9.8706 27.8585 -0.1726
C 9.1895 10.9335 28.5074 -0.2290
C 7.7366 10.6302 28.8384 -0.3981
C 6.9122 10.4209 27.5193 -0.0593
N 7.0606 11.6542 29.6871 0.0219
H 11.1229 10.9896 26.8350 0.0851
H 11.6215 9.2649 26.8310 0.0712
H 12.0397 10.2547 28.0645 0.0804
H 9.6623 11.0485 29.4828 0.1208
H 9.2495 11.9213 28.0505 0.1261
H 7.6957 9.7631 29.4974 0.1339
H 5.8375 10.3941 27.6995 0.0659
H 7.2962 9.6108 26.8994 0.0637
H 7.0430 11.2752 26.8551 0.0692
H 6.7778 12.5689 29.3655 0.0659
H 6.2598 11.1197 29.9925 0.0594
C 23.8308 9.8613 26.9738 -0.1014
O 24.1383 11.2212 26.6528 -0.1929
C 23.1142 12.2230 27.0718 -0.1516
C 23.0956 13.4263 26.1218 -0.4349
C 22.5236 14.7013 26.6659 -0.0642
N 22.3451 13.0457 24.9202 0.0609
H 23.4295 9.8777 27.9871 0.0853
H 24.7637 9.2988 26.9362 0.0862
H 23.1632 9.3297 26.2957 0.0569
H 22.0839 11.8773 27.1560 0.1070
H 23.3393 12.4756 28.1079 0.1208
H 24.1152 13.6621 25.8173 0.1381
H 21.5338 14.6052 27.1121 0.0807
H 22.3421 15.3454 25.8055 0.0773
H 23.1993 15.3587 27.2130 0.0799
H 22.6324 12.0822 24.8247 0.0575
H 21.3907 12.9704 25.2420 0.0024
C 21.5193 17.5227 17.9400 -0.1039
O 20.3815 17.1679 18.6528 -0.1725
C 20.3737 15.8962 19.1220 -0.2667
C 19.0521 15.6812 19.8411 -0.2311
N 18.0028 15.8053 18.9109 -0.0561
C 16.5953 15.4931 19.3443 -0.1592
C 15.9177 16.3840 20.3399 -0.2371
O 15.2314 17.4985 19.8178 -0.1664
C 14.6895 18.2963 20.8082 -0.1362
H 21.5245 18.4863 17.4306 0.0916
H 22.1030 16.7315 17.4694 0.0943
H 22.1155 17.8769 18.7809 0.0848
H 21.2194 15.5860 19.7358 0.1220
H 20.4502 15.1969 18.2894 0.1159
H 18.8193 16.4292 20.5989 0.1111
H 18.9867 14.7173 20.3458 0.1105
H 18.1335 16.7280 18.5216 0.1093
H 16.5921 14.4806 19.7478 0.0945
H 15.9597 15.4667 18.4592 0.1081
H 16.6660 16.8671 20.9681 0.1121
H 15.3351 15.7698 21.0265 0.1172
H 14.7024 19.2339 20.2526 0.0949
H 15.2139 18.4206 21.7557 0.0798
H 13.6864 18.0241 21.1368 0.0854
C 17.1770 2.6314 20.8069 -0.0474
O 16.6203 3.9445 21.2924 -0.1961
C 17.2745 5.1225 20.8652 -0.2445
C 16.6940 6.3484 21.5391 -0.2130
N 15.3317 6.6509 21.0847 -0.0537
C 14.5294 7.7116 21.8250 -0.1403
C 14.2297 7.3776 23.2980 -0.1686
O 15.2860 7.6995 24.2188 -0.2717
C 15.2150 7.1536 25.5007 -0.0900
H 17.2978 2.7202 19.7273 0.0743
H 16.6372 1.7149 21.0452 0.0791
H 18.2068 2.4490 21.1141 0.0720
H 17.3079 5.2667 19.7853 0.1229
H 18.2904 5.1006 21.2595 0.1140
H 17.3547 7.2150 21.5148 0.1103
H 16.6228 6.1284 22.6043 0.0996
H 14.8248 5.7790 21.0309 0.0938
H 13.5387 7.7820 21.3760 0.1141
H 15.0775 8.6005 21.5126 0.0866
H 14.0678 6.3043 23.3980 0.1258
H 13.3219 7.9092 23.5835 0.1015
H 14.9532 6.0955 25.5033 0.0967
H 14.5123 7.7684 26.0633 0.0946
H 16.2282 7.2711 25.8850 0.0705
C 15.9131 7.7292 29.4816 -0.0850
O 15.8384 8.9230 28.6826 -0.2351
C 16.9607 9.7950 28.6155 -0.1872
C 16.5016 11.1851 27.9710 -0.1574
N 17.7313 11.8928 27.5231 -0.0463
C 18.0753 11.5938 26.1257 -0.1918
C 19.3172 12.3657 25.5761 -0.2021
O 18.9731 13.7247 25.4538 -0.2041
C 19.2726 14.3863 24.2053 -0.0736
H 15.0308 7.1264 29.2667 0.0904
H 15.9587 8.0667 30.5171 0.0773
H 16.9155 7.3110 29.3894 0.0810
H 17.7472 9.4296 27.9553 0.0916
H 17.3557 9.9612 29.6177 0.1162
H 16.1435 11.8134 28.7865 0.1084
H 15.6615 11.1122 27.2803 0.1069
H 17.5586 12.8870 27.4803 0.0599
H 17.2130 11.8059 25.4936 0.0802
H 18.1626 10.5156 25.9913 0.0771
H 19.6648 11.7744 24.7289 0.1076
H 20.1038 12.2861 26.3264 0.0959
H 19.1511 15.4490 24.4149 0.0848
H 18.5979 14.0864 23.4034 0.0771
H 20.2903 14.3389 23.8178 0.0735
C 21.8137 12.0134 13.0957 -0.0707
O 21.8018 12.8124 14.3529 -0.2110
C 21.1287 12.1953 15.4486 -0.2093
C 21.9313 10.9396 15.8608 -0.1698
N 21.6022 10.4889 17.2816 -0.0468
C 22.1184 11.3066 18.3939 -0.1930
C 23.6991 11.5440 18.4658 -0.1381
O 24.0825 10.3630 19.2020 -0.2360
C 24.2568 10.3771 20.5971 -0.1168
H 21.8390 12.5767 12.1629 0.0814
H 21.0916 11.2010 13.0127 0.0787
H 22.7254 11.4237 13.1911 0.0716
H 20.1023 11.9927 15.1425 0.1184
H 21.1715 12.9482 16.2356 0.1085
H 23.0028 11.1142 15.7627 0.1023
H 21.6461 10.1182 15.2034 0.1093
H 22.1334 9.6337 17.3624 0.0874
H 21.8439 10.8078 19.3234 0.0929
H 21.6780 12.3026 18.4407 0.0892
H 23.9680 12.5202 18.8692 0.1158
H 24.1478 11.3981 17.4832 0.1028
H 23.3474 10.6765 21.1182 0.0658
H 25.0392 11.0982 20.8335 0.0881
H 24.3569 9.3772 21.0193 0.0805
C 17.4168 11.7590 17.8701 -0.1020
O 16.4648 11.1841 17.0147 -0.1771
C 15.7072 10.1910 17.6591 -0.2049
C 14.6591 10.5868 18.7825 -0.1783
N 13.3852 10.9287 18.1746 -0.0443
C 12.5372 11.5283 19.1206 -0.2502
C 12.7161 13.0123 19.3869 -0.2146
O 12.0661 13.7148 18.3444 -0.1642
C 13.0684 14.2044 17.4261 -0.0920
H 18.0436 11.0793 18.4474 0.0766
H 16.9136 12.4963 18.4956 0.0705
H 18.1312 12.2275 17.1932 0.0846
H 16.3274 9.3773 18.0350 0.1021
H 15.1368 9.7865 16.8229 0.1204
H 15.1283 11.4326 19.2852 0.0977
H 14.7197 9.7071 19.4232 0.1027
H 13.5599 11.5530 17.4001 0.0977
H 12.5848 10.9939 20.0694 0.1103
H 11.5220 11.3797 18.7526 0.1172
H 13.7537 13.3374 19.4636 0.1063
H 12.1861 13.1809 20.3243 0.1198
H 12.6197 14.7665 16.6071 0.0851
H 13.6899 13.5752 16.7889 0.0817
H 13.6502 14.9104 18.0186 0.0747
C 19.5423 7.9941 18.8040 -0.0390
O 20.0904 7.2974 20.0254 -0.2244
C 21.5032 7.2536 20.2656 -0.2070
C 21.9265 7.3160 21.7307 -0.2371
N 21.5649 8.5849 22.3121 -0.0298
C 21.8448 8.6151 23.7600 -0.1683
C 20.5683 8.1699 24.4861 -0.3023
O 19.5052 8.9985 24.4353 -0.1680
C 18.3093 8.3225 24.9625 -0.0639
H 19.9914 7.6646 17.8671 0.0773
H 19.7313 9.0615 18.9179 0.0479
H 18.4762 7.8419 18.6357 0.0683
H 21.9085 8.1906 19.8838 0.0995
H 21.8637 6.4241 19.6572 0.1237
H 23.0052 7.1628 21.7607 0.1153
H 21.6435 6.3653 22.1828 0.1117
H 20.5599 8.6720 22.2604 0.0862
H 22.0950 9.6259 24.0824 0.1013
H 22.5722 7.8567 24.0494 0.1201
H 20.8502 8.1000 25.5367 0.1154
H 20.4172 7.1223 24.2259 0.1247
H 18.4773 8.2139 26.0340 0.0869
H 17.9854 7.4215 24.4414 0.0912
H 17.4413 8.9751 24.8686 0.0519
C 10.3790 8.5556 24.1164 -0.0780
O 10.3121 9.0370 22.7817 -0.2340
C 9.3303 10.0196 22.5893 -0.2040
C 9.5175 10.4340 21.0853 -0.1745
N 8.4476 9.8612 20.2530 -0.0667
C 8.5631 8.4258 20.2060 -0.2072
C 7.5999 7.8267 19.1389 -0.2802
O 7.9082 8.3203 17.9084 -0.1962
C 6.8625 8.0063 16.8998 -0.0484
H 10.8366 9.3851 24.6555 0.0720
H 11.1420 7.7833 24.0195 0.0756
H 9.3837 8.2392 24.4283 0.0978
H 9.6171 10.7792 23.3166 0.1130
H 8.2848 9.7612 22.7578 0.1194
H 10.4967 10.2272 20.6534 0.0852
H 9.5521 11.4960 20.8426 0.1087
H 8.3784 10.1237 19.2802 0.1011
H 8.2432 8.0015 21.1577 0.1131
H 9.5640 8.0942 19.9299 0.1211
H 6.5460 7.9836 19.3687 0.1175
H 7.7151 6.7457 19.0590 0.1166
H 7.1878 8.0478 15.8603 0.0840
H 5.9697 8.5892 17.1262 0.0850
H 6.5500 6.9685 17.0149 0.0744
```

The SMILES is COC[C@H](C)N.COC[C@H](C)N.COC[C@H](C)N.COC[C@H](C)N.COCCNCCOC.COCCNCCOC.COCCNCCOC.COCCNCCOC.COCCNCCOC.COCCNCCOC.COCCNCCOC. As for the HOMO energy: -8.3 eV. The value obtained for the electronic energy is -4255.12515 hartree. Its relative energy (zero: lowest compared OMol25 entry of this formula, charge and spin) is 9.107 eV. Its LUMO energy is 0.528 eV.

# 2
Molecular formula: C3H9NO3
Method: DFT, ωB97M-V/def2-TZVPD

The geometry in XYZ format:
```
16
Properties=species:S:1:pos:R:3:lowdin_charge:R:1
O -0.4522 -2.8372 -0.3343 0.1431
C -1.2831 -2.1700 0.1790 -0.1802
C -1.3800 -0.6499 -0.1066 -0.2487
N -2.4824 -0.0261 0.4213 0.1795
C 1.1866 1.8530 0.8496 -0.2632
O 1.4519 0.5198 0.7297 -0.2013
H -2.0711 -2.6135 0.8001 0.1417
H -1.2606 -0.5289 -1.1937 0.1434
H -0.4639 -0.2213 0.3853 0.1271
H -3.2538 0.0619 -0.2455 0.0722
H 0.1714 2.2455 0.7068 0.0793
H 1.7925 2.4311 0.1315 0.0801
H 1.5884 2.2713 1.8162 0.0874
H 2.5371 -0.6967 -1.7472 0.0175
H 1.9356 0.2665 -0.6953 -0.0384
O 1.9836 0.0945 -1.6969 -0.1396
```

As for the HOMO energy: -8.9 eV. The value obtained for the electronic energy is -399.91118 hartree. Its relative energy (zero: lowest compared OMol25 entry of this formula, charge and spin) is 8.444 eV. Its LUMO energy is -4.354 eV.

Question: What is the electronic energy in the first record?
Answer: -4255.12515 hartree

Question: Look up the electronic energy of the second one.
Answer: -399.91118 hartree

Question: Which formula does entry 1 have?
Answer: C58H149N11O18